[1]
Below is a 9-piece molecular cluster, C77H104N13O6P overall at a distorted geometry, with properties calculated with ωB97M-V/def2-TZVPD.

The geometry in XYZ format:
```
201
C77H104N13O6P | OMol25 | ωB97M-V/def2-TZVPD
C 1.30420 -1.21786 32.51348
C 2.16080 -0.40936 33.39286
O 1.67615 0.59727 33.89267
O 3.30215 -0.77517 33.41046
H 0.27611 -0.85967 32.56652
H 1.41242 -2.26300 32.80344
H 1.49010 -1.23593 31.43960
P 0.18590 -6.48691 31.94229
O -1.23914 -7.07557 31.68279
O 0.76937 -7.21627 33.21724
O 0.20416 -4.88410 32.09418
O 1.18433 -6.85991 30.74539
C -1.63754 -3.11035 28.02779
C -1.89495 -2.60183 29.48045
C -2.44136 -3.77450 30.38566
N -3.10345 -3.37314 31.80449
C -4.46765 -2.77173 31.38147
C -5.46218 -2.74306 32.56885
C -5.55692 -4.05985 33.26597
C -4.16741 -4.67705 33.83862
C -3.16015 -4.66673 32.65997
C -2.26654 -2.35459 32.59236
H -1.23885 -2.20350 27.57308
H -2.61677 -3.30172 27.58893
H -0.92005 -3.89907 27.80146
H -2.65623 -1.82196 29.49895
H -1.00225 -2.31028 30.03378
H -1.62083 -4.43414 30.66801
H -3.20592 -4.37764 29.89601
H -4.99221 -3.36819 30.63502
H -4.23714 -1.84900 30.84897
H -6.47147 -2.66065 32.16559
H -5.47817 -1.78794 33.09381
H -5.85018 -4.75631 32.48044
H -6.29274 -4.18090 34.06095
H -4.16961 -5.68445 34.25481
H -3.88362 -4.05720 34.68913
H -3.40479 -5.46560 31.95993
H -2.22513 -4.98606 33.12026
H -1.28586 -2.82572 32.65871
H -2.84973 -2.39553 33.51231
H -2.32349 -1.45804 31.97507
C 10.66815 -1.93794 33.22327
N 9.32532 -2.40856 33.05320
C 8.27662 -1.64058 33.44684
C 6.97003 -1.92626 33.08708
C 6.68856 -3.05161 32.33787
C 7.71053 -3.99322 32.24014
C 9.08231 -3.59566 32.51794
C 5.30598 -3.19983 31.63935
C 4.86010 -2.19972 30.80828
C 3.69679 -2.34808 30.11052
N 2.91963 -3.49339 30.35292
C 3.26008 -4.43063 31.27295
C 4.33860 -4.20241 32.01663
C 1.72739 -3.79470 29.49268
H 10.90922 -1.07061 33.83786
H 11.07177 -1.72089 32.23430
H 11.30989 -2.75227 33.55960
H 8.50834 -0.65004 33.80950
H 6.26613 -1.12144 33.23939
H 7.50956 -4.93010 31.74187
H 9.93583 -4.25305 32.44219
H 5.42715 -1.28166 30.76317
H 3.29705 -1.59395 29.44880
H 2.55784 -5.20835 31.53449
H 4.67275 -4.92510 32.74632
H 1.87833 -4.75791 29.00529
H 1.64167 -3.02025 28.73045
H 0.87385 -3.84679 30.16858
C -0.43804 -4.94561 35.47719
N 0.74986 -4.17441 35.74329
C 0.88109 -3.45457 36.88759
C 2.11119 -2.87127 37.27954
C 3.19297 -3.01103 36.37964
C 3.03506 -3.61257 35.14485
C 1.76344 -4.12844 34.79688
C 4.51251 -2.35136 36.71009
C 5.74750 -3.02038 36.51857
C 6.93883 -2.33938 36.86657
N 6.84640 -1.02346 37.31965
C 5.64588 -0.32099 37.30053
C 4.45590 -1.01136 37.13862
C 7.97301 -0.27355 37.84400
H -1.19434 -4.33639 34.98224
H -0.84354 -5.20758 36.45444
H -0.14441 -5.72544 34.77451
H 0.11352 -3.54121 37.64240
H 2.21759 -2.52306 38.29632
H 3.76798 -3.33862 34.40042
H 1.57760 -4.72436 33.91555
H 5.67349 -4.03310 36.15070
H 7.98008 -2.62543 36.84731
H 5.66655 0.68083 37.70342
H 3.57538 -0.38800 37.18857
H 7.58857 0.60219 38.36687
H 8.50756 0.13203 36.98502
H 8.70802 -0.93878 38.29714
C -9.74631 -4.90341 28.74163
N -8.29106 -5.10053 28.73905
C -7.48393 -4.19977 28.22938
C -6.16374 -4.57386 28.00572
C -5.70529 -5.81665 28.34895
C -6.53640 -6.63760 29.08220
C -7.89489 -6.29633 29.25344
C -4.33949 -6.16967 28.13003
C -3.58523 -5.79185 27.01672
C -2.22637 -6.03970 26.85624
N -1.63784 -6.77286 27.78405
C -2.23247 -7.18727 28.90320
C -3.63204 -6.89812 29.06799
C -0.17804 -6.86982 27.89905
H -10.20984 -5.31410 27.84464
H -9.93294 -3.83068 28.79192
H -10.21402 -5.39222 29.59626
H -7.88259 -3.25470 27.89127
H -5.41543 -3.87667 27.65879
H -6.18409 -7.63955 29.27810
H -8.67524 -6.93930 29.63299
H -4.19448 -5.27990 26.28656
H -1.59808 -5.77366 26.01906
H -1.60154 -7.74151 29.58228
H -4.07387 -7.20850 30.00332
H 0.12763 -5.91511 28.32707
H 0.40178 -6.96852 26.98136
H 0.06843 -7.58893 28.68022
C -9.71815 -8.95902 32.42801
N -8.31409 -8.81820 32.90856
C -8.10690 -7.84826 33.87121
C -6.83776 -7.70339 34.41391
C -5.74798 -8.46471 33.96887
C -6.02040 -9.32008 32.91560
C -7.27242 -9.49825 32.37844
C -4.27739 -8.34892 34.53434
C -4.07045 -8.27564 35.91966
C -2.82099 -8.36344 36.42699
N -1.73762 -8.43357 35.60675
C -1.86880 -8.47031 34.24440
C -3.14602 -8.45978 33.71638
C -0.43947 -8.52938 36.14108
H -10.39766 -9.42754 33.13993
H -9.57821 -9.76678 31.70965
H -10.06486 -7.99872 32.04628
H -8.99757 -7.29855 34.13752
H -6.68497 -7.03332 35.24702
H -5.23392 -9.91276 32.47221
H -7.44743 -10.29955 31.67581
H -4.94965 -8.36498 36.54048
H -2.65801 -8.35342 37.49458
H -0.96230 -8.56645 33.66524
H -3.21661 -8.45009 32.63873
H -0.42338 -9.53729 36.55574
H -0.43156 -7.72388 36.87539
H 0.39937 -8.42059 35.45361
C -6.67160 -14.10445 30.10652
N -5.25714 -13.86451 30.48866
C -4.15198 -14.19603 29.70924
C -2.90348 -13.69004 30.16031
C -2.80094 -12.91831 31.36287
C -3.93313 -12.72766 32.13768
C -5.14538 -13.28373 31.68752
C -1.52491 -12.23019 31.73046
C -0.54542 -12.82955 32.54347
C 0.58736 -12.08962 32.81843
N 0.74924 -10.80931 32.28774
C -0.21087 -10.20176 31.55662
C -1.43854 -10.90210 31.26084
C 1.96984 -10.07876 32.61294
H -7.00222 -13.15013 29.69655
H -7.33360 -14.36843 30.93123
H -6.76020 -14.92742 29.39731
H -4.27401 -14.78872 28.81468
H -2.02657 -13.91955 29.57315
H -3.91761 -12.11571 33.02745
H -5.99714 -12.90816 32.23512
H -0.69431 -13.79624 33.00143
H 1.46500 -12.48036 33.31184
H -0.06481 -9.15444 31.33706
H -2.25352 -10.39470 30.76611
H 2.77757 -10.61951 32.11972
H 1.96091 -10.06370 33.70280
H 1.90386 -9.10902 32.11964
C 3.13296 -8.01576 26.68469
C 2.79284 -7.64760 28.14272
N 3.99738 -7.61082 28.91873
C 5.28879 -7.44872 28.56627
C 6.05874 -7.69208 29.67624
N 5.18337 -7.99465 30.68170
C 3.86931 -7.86949 30.24646
C 5.49588 -8.23440 32.07946
H 2.89402 -9.07131 26.55502
H 4.09630 -7.79006 26.22739
H 2.45433 -7.53766 25.97831
H 2.23775 -8.40341 28.69835
H 2.31144 -6.71598 28.44012
H 5.65733 -7.27752 27.56563
H 7.12598 -7.73228 29.83690
H 2.93554 -8.13502 30.71971
H 5.69242 -9.29552 32.23271
H 4.77692 -7.85622 32.80622
H 6.41775 -7.74054 32.38661
```

Computed properties:
- E_HOMO (spin up / spin down) (eV) = -23.14 / -23.14
- <S²> = 0.75
- total charge = +9
- total energy (Ha) = -4496.88610
- spin multiplicity = 2
- orbital gap (spin up / spin down) (Eh) = 0.19473 / 0.17984

Here are the Mulliken charges for atoms 1 to 4, given in e: atom 1 (C): 0.094, atom 2 (C): 0.120, atom 3 (O): -0.251, atom 4 (O): -0.347

=====

[2]
Below is a 10-piece molecular cluster, C77H158F18NO13P3 overall at a distorted geometry, with properties calculated with ωB97M-V/def2-TZVPD.

The geometry in XYZ format:
```
270
C77H158F18NO13P3 | OMol25 | ωB97M-V/def2-TZVPD
C 28.16560 10.83601 17.84836
C 27.60900 10.83829 19.23814
C 26.89228 12.16420 19.57102
C 28.07924 13.22965 19.72815
P 27.62046 15.02562 19.72386
C 26.98322 15.76353 18.06172
C 26.10170 14.76079 17.27400
C 26.97128 13.84568 16.37662
C 26.27108 12.86052 15.36904
C 26.35112 15.39139 20.99776
C 26.65270 14.68830 22.35964
C 25.70950 15.08181 23.50654
C 25.51474 16.59156 23.81316
C 29.07212 16.04219 20.23472
C 29.22566 17.33395 19.46360
C 30.21498 18.21885 20.09370
C 29.98634 19.70673 19.85059
H 29.01884 11.48450 17.64952
H 27.41686 11.10205 17.10222
H 28.46694 9.80208 17.68014
H 28.43194 10.57014 19.90070
H 26.92602 9.98919 19.26350
H 26.41758 11.97528 20.53386
H 26.10946 12.36006 18.83828
H 28.73928 13.13430 18.86596
H 28.70892 13.11079 20.60988
H 27.73748 16.19256 17.40210
H 26.24462 16.52996 18.29658
H 25.36806 15.27270 16.65124
H 25.43634 14.28296 17.99310
H 27.74376 13.30867 16.92709
H 27.70032 14.41722 15.80222
H 26.97134 12.60143 14.57492
H 25.39766 13.24032 14.83894
H 25.89336 12.00882 15.93476
H 25.36490 15.03523 20.70006
H 26.27838 16.47894 21.00478
H 27.62544 15.05293 22.68966
H 26.81300 13.61016 22.36536
H 26.02734 14.48901 24.36426
H 24.73412 14.67013 23.24726
H 25.14270 16.67812 24.83404
H 24.81728 17.09456 23.14336
H 26.47978 17.08614 23.70280
H 30.01428 15.56009 19.97386
H 29.13970 16.13881 21.31832
H 28.23148 17.77622 19.52764
H 29.55434 17.21754 18.43088
H 31.17784 18.03449 19.61726
H 30.32162 18.04480 21.16442
H 29.84154 19.98790 18.80748
H 30.82630 20.31228 20.19098
H 29.10744 20.06098 20.38922
C 11.12370 21.62573 19.33110
C 12.48552 21.64997 20.04800
C 13.17226 20.28311 20.04894
C 14.39532 20.11089 20.95274
P 15.19550 18.41926 20.93716
C 16.72719 18.49454 21.99678
C 16.55782 19.07022 23.49500
C 17.83760 18.85505 24.33688
C 17.49154 19.07438 25.81468
C 13.93064 17.13911 21.40874
C 13.41282 17.33888 22.86830
C 12.13630 16.56169 23.23608
C 12.06526 15.03559 23.02630
C 15.91902 18.14085 19.20790
C 16.45985 16.72649 19.04622
C 17.02836 16.50077 17.63038
C 17.67128 15.15369 17.38393
H 11.20850 21.29244 18.29678
H 10.90014 22.68264 19.47620
H 10.39261 21.04187 19.89031
H 12.27554 21.85074 21.09856
H 13.20462 22.41310 19.75026
H 13.46176 20.17958 19.00320
H 12.35008 19.58635 20.21226
H 14.37300 20.43130 21.99434
H 15.27112 20.58049 20.50492
H 17.47158 19.05056 21.42684
H 17.05766 17.46830 22.15716
H 15.76570 18.52906 24.01248
H 16.17790 20.09007 23.55540
H 18.57134 19.59295 24.01244
H 18.22017 17.83997 24.23030
H 18.35690 19.22183 26.46084
H 16.97784 18.20810 26.23154
H 16.79590 19.89984 25.96560
H 14.27410 16.11961 21.23340
H 13.11230 17.23672 20.69536
H 13.11264 18.37925 22.99326
H 14.14992 17.15021 23.64880
H 11.39168 16.97546 22.55606
H 11.77162 16.84612 24.22310
H 12.16410 14.69032 21.99716
H 11.13674 14.65927 23.45562
H 12.85984 14.64666 23.66306
H 16.65106 18.93169 19.04424
H 15.03908 18.34091 18.59654
H 15.65486 15.99279 19.08850
H 17.20356 16.47815 19.80339
H 17.84174 17.17975 17.37442
H 16.34644 16.70164 16.80410
H 16.95394 14.39388 17.69409
H 18.56933 14.91645 17.95428
H 17.82872 14.92650 16.32956
C 24.72540 15.83091 13.21066
C 25.86484 16.83332 13.14592
C 26.28264 17.43810 14.49272
C 25.12834 18.09812 15.21458
P 25.07992 19.91372 15.08232
C 23.60816 20.56828 15.93638
C 23.31440 22.09928 15.77014
C 22.09732 22.27144 16.71712
C 21.73972 23.80474 16.86388
C 26.60474 20.62061 15.83578
C 27.63138 21.21458 14.77324
C 29.00766 21.38934 15.31298
C 30.05448 21.38407 14.19598
C 25.03890 20.49802 13.28418
C 23.69654 20.16071 12.61128
C 23.70510 20.16820 11.04430
C 23.51552 21.56406 10.34834
H 24.72484 15.29974 12.25884
H 23.73460 16.25623 13.37046
H 24.87654 15.16812 14.06270
H 25.68020 17.61188 12.40576
H 26.68504 16.20832 12.79276
H 27.20892 18.01264 14.49622
H 26.53506 16.57569 15.10968
H 25.36284 17.90880 16.26208
H 24.13082 17.66468 15.14272
H 23.76654 20.30985 16.98340
H 22.69306 20.00014 15.76928
H 23.03078 22.41100 14.76492
H 24.12624 22.80111 15.96096
H 22.21158 21.87215 17.72490
H 21.25960 21.64257 16.41572
H 21.37396 23.97091 17.87715
H 21.05270 24.15293 16.09260
H 22.66822 24.35782 16.72224
H 27.00312 19.98415 16.62592
H 26.19226 21.46680 16.38526
H 27.18588 22.04886 14.23138
H 27.76338 20.35993 14.10972
H 29.18610 20.63318 16.07750
H 29.11602 22.29236 15.91374
H 31.10146 21.34819 14.49708
H 29.92484 22.26113 13.56190
H 29.93852 20.46268 13.62528
H 25.87032 19.95230 12.83804
H 25.36424 21.53020 13.15430
H 22.88822 20.84710 12.86346
H 23.38628 19.19509 13.01054
H 22.95926 19.52843 10.57262
H 24.60082 19.69008 10.64782
H 24.49188 22.04330 10.27659
H 22.75758 22.02926 10.97860
H 23.09960 21.60026 9.34146
C 20.06040 16.35446 19.86556
N 21.08168 17.27291 20.57084
C 20.35430 18.41589 21.26124
C 21.85498 16.58072 21.73156
C 21.88450 17.90019 19.40655
C 22.93124 17.08725 18.57802
O 24.05800 17.02216 19.44399
H 19.39868 15.89244 20.59820
H 20.66602 15.60650 19.35382
H 19.62070 16.89931 19.03016
H 21.04008 19.20218 21.57676
H 19.85072 17.96405 22.11584
H 19.67897 18.91465 20.56606
H 21.23208 15.96894 22.38412
H 22.34208 17.33714 22.34690
H 22.60136 15.93322 21.27136
H 22.39498 18.79749 19.75634
H 21.17760 18.24764 18.65310
H 23.20872 17.53808 17.62522
H 22.62308 16.05393 18.41863
H 24.67372 17.73448 19.25664
C 16.86536 22.66662 18.89816
O 17.24076 23.57016 17.83612
O 15.91428 21.85385 18.25600
C 18.10897 21.88253 19.49608
F 19.03372 22.81229 19.93598
F 17.91222 21.18482 20.60432
F 18.67996 20.94173 18.66380
C 17.50304 24.92924 18.10948
C 17.84806 25.70662 16.90164
H 17.58257 26.76378 16.90594
H 18.87354 25.59848 16.54836
H 17.26003 25.26969 16.09454
H 18.28870 25.04094 18.85672
H 16.62344 25.38331 18.56579
H 16.45052 23.24665 19.72252
C 26.14992 19.96603 19.65874
O 24.98842 20.05051 20.56448
O 25.73052 19.09457 18.59746
C 26.61492 21.44133 19.31614
F 25.58508 22.12936 18.72146
F 27.03510 22.24483 20.29851
F 27.56834 21.46464 18.39436
C 25.15974 19.84086 22.01964
C 23.87178 20.09428 22.78352
H 24.17668 20.36071 23.79552
H 23.49584 21.05721 22.43776
H 23.12880 19.30578 22.66378
H 25.92556 20.56024 22.30962
H 25.69582 18.93632 22.30688
H 26.96064 19.50301 20.22126
C 21.50934 12.98620 20.17602
O 20.52894 12.91107 19.10684
O 20.76506 13.17141 21.35508
C 22.80492 12.04586 19.95264
F 23.91294 12.62963 20.47798
F 22.66108 10.90355 20.61028
F 23.07678 11.74676 18.65530
C 19.92978 11.61619 18.91096
C 19.08964 11.75934 17.68075
H 19.02528 10.75855 17.25368
H 18.06983 12.02286 17.96113
H 19.51518 12.40529 16.91278
H 19.21232 11.28693 19.66258
H 20.68889 10.84695 18.76908
H 21.96926 13.96753 20.05949
C 20.51094 16.99116 15.07842
O 21.45542 15.87481 15.11540
O 21.01688 18.02701 15.89592
C 20.25022 17.36953 13.55832
F 21.23562 18.04419 12.95320
F 20.03176 16.31878 12.73026
F 19.18220 18.22433 13.41254
C 20.91982 14.52721 15.30696
C 22.18954 13.69513 15.25790
H 22.73234 14.03356 14.37534
H 22.84078 13.95748 16.09167
H 22.06162 12.61274 15.27116
H 20.28969 14.19113 14.48348
H 20.39742 14.40355 16.25560
H 19.53846 16.64081 15.42432
C 22.07290 14.41813 25.91372
O 21.79542 15.64893 25.20418
O 21.68584 13.41175 24.98948
C 23.42758 14.40025 26.68658
F 23.36314 14.19273 28.02436
F 24.21334 13.42653 26.33966
F 24.17544 15.48001 26.55304
C 21.30164 16.72459 26.08462
C 21.22406 17.96437 25.18462
H 20.66370 18.68330 25.78232
H 22.21644 18.24659 24.83302
H 20.53643 17.71452 24.37666
H 21.76126 16.94707 27.04762
H 20.27930 16.42775 26.31870
H 21.39598 14.32402 26.76286
C 18.07659 10.59313 23.06358
O 17.97114 11.88298 22.36182
O 19.25652 10.77404 23.92744
C 16.73216 9.99204 23.76170
F 16.99460 8.92126 24.48434
F 15.99274 10.84251 24.54938
F 15.88144 9.61666 22.81004
C 17.00517 12.09389 21.36674
C 17.18918 13.44667 20.70909
H 16.63366 13.45244 19.77129
H 16.94728 14.23647 21.42028
H 18.22834 13.75508 20.59444
H 16.03636 12.07215 21.86578
H 17.02828 11.30158 20.61854
H 18.23471 9.98558 22.17254
```

Computed properties:
- E_HOMO (eV) = -0.31
- total charge = -2
- total energy (Ha) = -6882.68247
- orbital gap (Eh) = 0.09481

Here are the Mulliken charges for atoms 1 to 4, given in e: atom 1 (C): -0.996, atom 2 (C): -0.958, atom 3 (C): 0.535, atom 4 (C): -1.477

=====

Number 1: molecular weight 1338.74 g mol⁻¹. Number 2: molecular weight 1740.99 g mol⁻¹.